w) C3H5NO3 | ωB97M-V/def2-TZVPD

Each line ends with the Mulliken charge.
Atoms and positions in Å:
C (1.326, -0.626, 0.161)  -0.6289
C (-0.047, -0.159, -0.057)  0.8096
C (-0.354, 1.238, -0.713)  -1.1354
N (-1.066, -0.785, 0.764)  0.9532
O (-0.729, -1.806, 1.322)  -0.5829
O (-2.051, -0.154, 1.011)  -0.5745
O (0.719, -1.102, -0.996)  -0.4088
H (2.112, 0.059, 0.010)  0.3217
H (1.347, -1.343, 1.076)  0.2653
H (-0.403, 1.077, -1.766)  0.3157
H (0.443, 1.946, -0.413)  0.3015
H (-1.297, 1.655, -0.398)  0.3635

Computed properties:
- Multiplicity: 1
- Gap between HOMO and LUMO: 10.801 eV
- SMILES: C[C@]1([N+](=O)[O-])CO1

x) C3H5NO3 | ωB97M-V/def2-TZVPD

Each line ends with the Mulliken charge.
Atoms and positions in Å:
C (-1.520, -0.524, -0.966)  0.1642
N (-0.943, -0.673, 0.318)  -0.1681
C (0.460, -0.706, 0.460)  -0.7080
C (1.134, 0.794, 0.604)  0.6621
O (1.861, 1.255, -0.531)  -0.4344
O (0.469, 1.629, 1.273)  -0.5331
O (-2.753, -0.252, -1.118)  -0.5482
H (-0.934, -0.934, -1.855)  0.2567
H (-1.346, -0.297, 1.179)  0.2774
H (1.031, -1.210, -0.280)  0.4053
H (0.591, -1.243, 1.406)  0.3183
H (1.950, 2.161, -0.490)  0.3078

Computed properties:
- Multiplicity: 1
- Gap between HOMO and LUMO: 10.194 eV
- SMILES: O=CNCC(=O)O

Verdict on stability: w) comes out at the bottom.

w) C3H5NO3 | ωB97M-V/def2-TZVPD

Each line ends with the Mulliken charge.
Atoms and positions in Å:
C (0.913, 0.329, 0.364)  0.1912
C (0.078, -0.945, 0.247)  -0.4947
C (-0.357, 1.144, -0.018)  0.2704
H (2.616, -0.446, -0.472)  0.3340
H (1.333, 0.544, 1.370)  0.2955
H (0.539, -1.612, -0.498)  0.2177
H (-0.228, -1.486, 1.124)  0.2862
H (-2.820, 0.118, -1.027)  0.3657
N (-0.956, -0.074, -0.388)  0.0497
O (1.920, 0.406, -0.605)  -0.5385
O (-2.338, -0.252, -0.142)  -0.4381
O (-0.700, 2.275, 0.044)  -0.5391

Computed properties:
- Multiplicity: 1
- Gap between HOMO and LUMO: 10.030 eV
- SMILES: O=C1[C@H](O)CN1O

x) C3H5NO3 | ωB97M-V/def2-TZVPD

Each line ends with the Mulliken charge.
Atoms and positions in Å:
C (-0.040, 1.880, -0.659)  -0.0641
C (0.662, 0.949, -0.283)  -0.1785
C (1.526, -0.140, 0.137)  0.3263
N (1.050, -1.317, -0.282)  -0.3106
O (2.655, 0.060, 0.625)  -0.6150
O (-1.508, -0.280, 0.819)  -0.2565
O (-1.603, -1.030, -0.446)  -0.5930
H (-1.017, 0.699, 0.649)  0.2972
H (-0.804, 2.594, -0.777)  0.4326
H (-0.037, -1.296, -0.485)  0.3370
H (1.521, -2.199, -0.224)  0.1949
H (-2.404, 0.081, 0.927)  0.4295

Computed properties:
- Multiplicity: 1
- Gap between HOMO and LUMO: 9.820 eV

Verdict on stability: x) comes out at the bottom.

w) C3H5NO3 | ωB97M-V/def2-TZVPD

Each line ends with the Mulliken charge.
Atoms and positions in Å:
C (-0.015, -1.309, 0.783)  -0.6127
C (-0.217, -0.100, -0.048)  0.9443
C (0.463, 0.344, -1.319)  -1.2062
N (-0.475, 1.109, 0.806)  0.8433
O (0.443, 1.359, 1.516)  -0.5193
O (-1.514, 1.707, 0.722)  -0.5620
O (-1.220, -1.096, 0.063)  -0.4461
H (0.634, -2.097, 0.511)  0.2704
H (-0.154, -1.248, 1.778)  0.2978
H (-0.100, 1.047, -1.772)  0.3862
H (0.720, -0.589, -2.028)  0.3083
H (1.435, 0.872, -1.012)  0.2960

Computed properties:
- Multiplicity: 1
- Gap between HOMO and LUMO: 11.290 eV
- SMILES: C[C@]1([N+](=O)[O-])CO1

x) C3H5NO3 | ωB97M-V/def2-TZVPD

Each line ends with the Mulliken charge.
Atoms and positions in Å:
C (-0.809, 0.132, 0.496)  -0.4586
C (0.199, -0.804, 1.218)  -0.2964
C (0.959, -0.283, -0.943)  0.5590
H (-0.149, 2.118, -1.801)  0.3411
H (-1.522, -0.510, 0.042)  0.3003
H (-1.239, 0.896, 1.169)  0.3341
H (0.703, -0.282, 2.068)  0.2317
H (-0.178, -1.755, 1.503)  0.2932
N (0.175, 0.800, -0.419)  -0.0765
O (-0.591, 1.337, -1.457)  -0.4256
O (1.112, -1.106, 0.125)  -0.3606
O (1.339, -0.541, -2.002)  -0.4416

Computed properties:
- Multiplicity: 1
- Gap between HOMO and LUMO: 10.957 eV
- SMILES: O=C1OCCN1O

y) C3H5NO3 | ωB97M-V/def2-TZVPD

Each line ends with the Mulliken charge.
Atoms and positions in Å:
C (0.232, 0.108, -0.286)  0.5296
C (2.193, -0.108, -1.104)  -0.2905
C (1.846, 1.158, -1.221)  -0.1568
H (-1.116, 0.653, 0.971)  0.3364
H (3.064, -0.610, -1.341)  0.4363
H (2.331, 2.093, -1.501)  0.3639
H (-3.637, -0.970, 1.259)  0.3054
H (-2.390, -1.210, 2.238)  0.3119
N (1.146, -0.811, -0.512)  -0.4950
O (-0.935, -0.085, 0.328)  -0.4337
O (0.559, 1.330, -0.746)  -0.3070
O (-3.293, -1.548, 1.914)  -0.6006

Computed properties:
- Multiplicity: 1
- Gap between HOMO and LUMO: 9.561 eV
- SMILES: Oc1ncco1.O

Verdict on stability: w) comes out at the bottom.

w) C3H5NO3 | ωB97M-V/def2-TZVPD

Each line ends with the Mulliken charge.
Atoms and positions in Å:
N (-1.452, -0.891, 0.138)  -0.3864
C (-0.616, -0.337, 1.057)  0.5675
O (-0.453, -0.760, 2.185)  -0.5904
C (0.105, 0.919, 0.553)  -0.5004
O (1.399, 0.575, 0.027)  -0.3061
C (1.420, 0.106, -1.219)  0.2190
O (0.459, -0.075, -1.926)  -0.5234
H (-1.307, -0.666, -0.837)  0.2650
H (-1.841, -1.796, 0.360)  0.2509
H (-0.470, 1.440, -0.218)  0.3710
H (0.298, 1.575, 1.399)  0.2643
H (2.458, -0.090, -1.520)  0.3691

Computed properties:
- Multiplicity: 1
- Gap between HOMO and LUMO: 10.908 eV
- SMILES: NC(=O)COC=O

x) C3H5NO3 | ωB97M-V/def2-TZVPD

Each line ends with the Mulliken charge.
Atoms and positions in Å:
O (1.637, -0.608, -2.265)  -0.4547
C (0.873, -0.190, -1.437)  0.0071
C (0.633, -0.855, -0.126)  -0.3446
N (-0.649, -0.610, 0.505)  -0.1962
C (-1.066, 0.624, 0.897)  0.5164
O (0.012, 1.495, 0.911)  -0.4611
O (-2.168, 0.992, 1.171)  -0.5639
H (0.273, 0.710, -1.704)  0.3203
H (0.631, -1.921, -0.382)  0.3283
H (1.407, -0.674, 0.624)  0.2761
H (-1.183, -1.340, 0.930)  0.2493
H (-0.400, 2.378, 0.876)  0.3231

Computed properties:
- Multiplicity: 1
- Gap between HOMO and LUMO: 10.720 eV
- SMILES: O=CCNC(=O)O

Verdict on stability: x) comes out at the bottom.

w) C3H5NO3 | ωB97M-V/def2-TZVPD

Each line ends with the Mulliken charge.
Atoms and positions in Å:
O (1.953, 0.398, 2.320)  -0.4527
C (1.500, 0.035, 1.266)  0.0424
C (0.571, 0.942, 0.419)  -0.3651
N (0.274, 0.228, -0.869)  -0.2155
C (-0.944, -0.431, -1.057)  0.4927
O (-1.965, -0.053, -0.173)  -0.4798
O (-1.195, -1.123, -1.965)  -0.4986
H (1.620, -1.000, 0.892)  0.3410
H (-0.372, 1.184, 1.048)  0.2540
H (0.968, 1.924, 0.100)  0.3063
H (1.016, 0.002, -1.609)  0.2447
H (-2.255, -0.756, 0.433)  0.3305

Computed properties:
- Multiplicity: 1
- Gap between HOMO and LUMO: 10.563 eV
- SMILES: O=CCNC(=O)O

x) C3H5NO3 | ωB97M-V/def2-TZVPD

Each line ends with the Mulliken charge.
Atoms and positions in Å:
N (1.242, 0.521, -0.012)  -0.4108
C (0.629, -0.708, -0.332)  0.4759
O (1.025, -1.490, -1.157)  -0.5513
C (-0.659, -0.899, 0.481)  -0.2952
O (-1.134, 0.414, 0.775)  -0.3464
C (-1.036, 1.178, -0.341)  0.2340
O (-0.997, 0.743, -1.462)  -0.4698
H (1.851, 0.937, -0.697)  0.2050
H (1.357, 0.828, 0.942)  0.2490
H (-1.416, -1.496, -0.041)  0.2789
H (-0.427, -1.371, 1.434)  0.2757
H (-1.013, 2.237, -0.078)  0.3550

Computed properties:
- Multiplicity: 1
- Gap between HOMO and LUMO: 10.854 eV
- SMILES: NC(=O)COC=O

Verdict on stability: w) comes out at the bottom.

w) C4H8OS2 | ωB97M-V/def2-TZVPD

Each line ends with the Mulliken charge.
Atoms and positions in Å:
C (-1.476, -0.229, 0.115)  0.1101
C (1.557, -1.083, -0.749)  -0.8910
C (1.179, 0.292, -0.131)  -0.2867
C (-0.110, 0.316, 0.699)  -0.1655
O (-0.378, 1.672, 1.051)  -0.5184
S (-2.219, -1.605, 0.359)  -0.1993
S (-2.161, 1.111, -0.880)  -0.1557
H (1.773, -0.866, -1.857)  0.2380
H (2.590, -1.486, -0.343)  0.2538
H (0.830, -1.902, -0.731)  0.2935
H (1.017, 1.089, -1.016)  0.2496
H (1.922, 0.539, 0.599)  0.2710
H (-0.102, -0.243, 1.702)  0.3158
H (-0.990, 1.701, 1.884)  0.3356
H (-3.432, 0.695, -0.703)  0.1491

Computed properties:
- Multiplicity: 1
- Gap between HOMO and LUMO: 8.436 eV
- SMILES: CC[C@@H](O)C(=S)S

x) C4H8OS2 | ωB97M-V/def2-TZVPD

Each line ends with the Mulliken charge.
Atoms and positions in Å:
C (1.535, -0.501, -0.614)  -0.3525
C (-0.428, -0.943, 0.003)  0.0597
C (0.321, 0.371, -0.509)  0.3749
C (-1.371, -0.786, 1.237)  -1.3895
O (0.873, -1.563, -0.015)  -0.4058
S (0.600, 1.615, 0.916)  -0.2131
S (-0.485, 1.209, -1.869)  -0.1947
H (2.069, -0.697, -1.643)  0.2354
H (2.456, -0.195, 0.009)  0.2110
H (-1.060, -1.310, -0.901)  0.3049
H (-0.923, -0.642, 2.205)  0.4094
H (-2.097, -1.687, 1.332)  0.3039
H (-2.073, 0.053, 1.217)  0.3778
H (1.049, 2.580, 0.068)  0.1325
H (-0.469, 2.496, -1.436)  0.1460

Computed properties:
- Multiplicity: 1
- Gap between HOMO and LUMO: 9.876 eV
- SMILES: C[C@@H]1OCC1(S)S

y) C4H8OS2 | ωB97M-V/def2-TZVPD

Each line ends with the Mulliken charge.
Atoms and positions in Å:
C (1.250, 0.573, -0.845)  -0.5395
C (2.034, -0.687, -1.164)  0.0420
O (3.139, -0.647, -1.612)  -0.4624
C (1.158, 0.723, 0.684)  -0.6135
S (-0.311, -0.059, 1.513)  -0.1199
S (-1.737, -0.502, -0.270)  -0.1258
C (-2.885, 0.736, 0.268)  -0.7697
H (0.309, 0.685, -1.371)  0.4222
H (1.837, 1.442, -1.159)  0.2935
H (1.557, -1.624, -0.816)  0.2946
H (2.000, 0.303, 1.224)  0.3698
H (0.976, 1.782, 0.860)  0.3168
H (-3.291, 0.562, 1.263)  0.2989
H (-2.385, 1.701, 0.240)  0.2683
H (-3.767, 0.791, -0.376)  0.3246

Computed properties:
- Multiplicity: 1
- Gap between HOMO and LUMO: 8.479 eV
- SMILES: CSSCCC=O

Verdict on stability: x) comes out at the bottom.